(1)
{
  "formula": "C42H28O14",
  "method": "wB97M-V/def2-TZVPD",
  "smiles": "O=C1C=CC(=O)C=C1.O=C1C=CC(=O)C=C1.O=C1C=CC(=O)C=C1.O=C1C=CC(=O)C=C1.O=C1C=CC(=O)C=C1.O=C1C=CC(=O)C=C1.O=C1C=CC(=O)C=C1",
  "species": ["O", "C", "C", "C", "C", "O", "C", "C", "H", "H", "H", "H", "O", "C", "C", "C", "C", "O", "C", "C", "H", "H", "H", "H", "O", "C", "C", "C", "C", "O", "C", "C", "H", "H", "H", "H", "O", "C", "C", "C", "C", "O", "C", "C", "H", "H", "H", "H", "O", "C", "C", "C", "C", "O", "C", "C", "H", "H", "H", "H", "O", "C", "C", "C", "C", "O", "C", "C", "H", "H", "H", "H", "O", "C", "C", "C", "C", "O", "C", "C", "H", "H", "H", "H"],
  "positions_angstrom": [[10.359, 15.477, 18.057], [10.936, 14.758, 17.249], [10.172, 13.811, 16.426], [10.840, 12.970, 15.553], [12.297, 13.157, 15.265], [12.871, 12.602, 14.379], [13.033, 14.116, 16.129], [12.372, 14.864, 17.056], [9.109, 13.745, 16.575], [10.390, 12.154, 15.076], [14.083, 14.169, 15.942], [12.874, 15.629, 17.542], [7.505, 13.377, 18.295], [7.575, 13.110, 19.484], [6.500, 12.354, 20.233], [6.465, 12.398, 21.559], [7.645, 12.840, 22.267], [7.748, 12.637, 23.432], [8.666, 13.732, 21.549], [8.675, 13.793, 20.225], [5.655, 12.066, 19.607], [5.637, 12.071, 22.213], [9.460, 14.161, 22.109], [9.407, 14.396, 19.717], [19.989, 6.540, 14.804], [19.001, 6.702, 14.143], [19.106, 6.490, 12.637], [18.075, 6.712, 11.843], [16.849, 7.408, 12.392], [16.055, 7.963, 11.649], [16.678, 7.432, 13.872], [17.687, 6.995, 14.733], [20.074, 6.078, 12.323], [18.147, 6.520, 10.806], [15.734, 7.625, 14.200], [17.510, 6.847, 15.755], [12.654, 10.424, 16.834], [13.824, 10.778, 16.847], [14.784, 10.330, 15.788], [16.045, 10.673, 15.826], [16.573, 11.518, 17.062], [17.775, 11.730, 17.104], [15.572, 12.072, 17.995], [14.292, 11.748, 17.898], [14.395, 9.650, 15.068], [16.755, 10.195, 15.138], [15.901, 12.638, 18.844], [13.528, 12.051, 18.549], [13.485, 8.896, 13.506], [13.443, 9.312, 12.343], [14.276, 10.429, 11.949], [14.000, 11.088, 10.838], [12.841, 10.681, 9.975], [12.371, 11.446, 9.158], [12.239, 9.353, 10.321], [12.532, 8.734, 11.431], [15.062, 10.623, 12.656], [14.565, 11.939, 10.448], [11.524, 8.875, 9.642], [12.132, 7.768, 11.809], [22.823, 10.150, 17.347], [21.784, 10.168, 17.925], [20.909, 8.993, 17.851], [19.775, 8.976, 18.505], [19.379, 10.120, 19.375], [18.356, 10.057, 20.034], [20.276, 11.259, 19.489], [21.415, 11.288, 18.777], [21.243, 8.138, 17.256], [19.113, 8.121, 18.475], [19.843, 12.004, 20.117], [22.184, 12.057, 18.776], [16.407, 7.093, 17.862], [15.343, 7.464, 18.368], [15.478, 8.502, 19.474], [14.333, 9.000, 19.987], [13.063, 8.607, 19.457], [11.995, 9.137, 19.731], [12.950, 7.615, 18.352], [14.024, 7.104, 17.835], [16.515, 8.780, 19.784], [14.376, 9.849, 20.675], [11.954, 7.553, 17.954], [14.081, 6.458, 16.957]],
  "atomic_forces_ev_per_a": [[0.5, -0.3, -0.3], [-1.3, 0.8, 0.2], [1.5, -2.1, -1.9], [-0.2, 2.4, 2.1], [-0.9, 0.8, 1.6], [0.6, -1.0, -1.4], [-1.6, 0.7, 1.3], [1.1, -1.9, -2.5], [-0.1, 0.0, 0.2], [-0.8, -0.9, -0.8], [0.5, 0.3, -0.1], [0.8, 1.3, 1.3], [-0.7, -1.0, 0.2], [0.6, 1.1, -0.6], [-0.3, 0.9, -1.0], [-0.8, -0.9, -0.4], [1.1, 2.4, -0.9], [0.4, -0.6, 2.2], [-0.7, -1.7, -0.2], [-0.7, -0.5, 0.9], [0.3, -0.2, 0.2], [0.5, 0.0, -0.7], [0.3, 0.4, 0.8], [-0.1, -0.1, -0.5], [0.8, 0.0, 0.9], [0.0, -0.5, -1.3], [0.3, -0.2, 1.3], [-0.6, 0.7, 0.8], [0.4, 0.2, -0.5], [0.3, -0.5, 0.4], [4.4, -2.1, 0.8], [-2.4, 1.3, -3.6], [-0.5, 0.3, 0.0], [-0.2, 0.0, -1.0], [-2.5, 0.8, 1.0], [0.0, 0.1, 1.4], [0.8, 0.1, 0.1], [-0.6, 0.5, -0.5], [-1.3, -0.2, 1.1], [1.5, 0.6, 2.1], [0.9, -0.7, -2.9], [-1.0, 0.0, 0.7], [0.2, -0.4, 0.4], [0.4, -1.3, -1.5], [-0.4, -0.2, -0.5], [0.1, 0.7, 0.4], [0.5, 0.4, 0.1], [-0.8, 0.5, 0.9], [0.1, -0.1, -1.0], [0.7, -0.1, 2.9], [0.3, 0.2, 0.0], [0.2, 0.5, -1.1], [-0.1, 0.4, 0.7], [0.2, -0.7, 0.1], [-1.1, -0.1, -2.0], [-0.7, -2.0, 0.6], [0.3, 0.5, 0.0], [-0.2, -0.2, 0.4], [0.2, 0.6, 0.0], [0.0, 0.8, -0.7], [2.1, 0.4, -1.2], [-0.9, -1.0, 0.5], [0.3, -0.6, -0.6], [-1.0, 0.0, 0.6], [-0.5, -1.4, -0.1], [0.0, 0.2, 0.0], [0.7, 0.2, -0.9], [-0.6, 0.7, 0.9], [0.0, 0.4, 0.1], [-0.2, 0.0, 0.1], [0.4, 0.8, 0.4], [-0.4, 0.2, 0.2], [-1.3, -0.2, 0.1], [2.4, 1.0, 0.3], [-0.9, -0.7, 0.0], [2.4, 0.9, 0.3], [-2.7, -0.2, -1.1], [0.7, 0.3, 0.8], [-0.6, 1.0, 0.8], [1.9, -1.4, -1.2], [-1.1, -0.1, -0.4], [-0.3, -0.5, 0.1], [-0.2, -0.4, -0.1], [-0.3, 0.1, 0.2]],
  "mulliken_charge": [-0.65, 0.38, -0.42, -0.53, 0.43, -0.53, -0.32, -0.73, 0.58, 0.56, 0.61, 0.56, -0.51, 0.68, -0.64, -0.28, 0.48, -0.52, -0.66, -0.16, 0.38, 0.36, 0.43, 0.45, -0.52, 0.20, -0.39, -0.70, 0.09, -0.43, -0.08, -0.45, 0.40, 0.45, 0.77, 0.69, -0.77, 0.64, -0.12, -0.36, 0.08, -0.64, -0.72, -0.67, 0.76, 0.52, 0.51, 0.88, -0.56, 0.48, 0.10, -0.59, 0.18, -0.55, -0.40, -0.35, 0.45, 0.42, 0.39, 0.37, -0.54, 0.37, -0.44, -0.14, 0.38, -0.60, -0.31, -0.53, 0.46, 0.44, 0.45, 0.41, -0.56, 0.33, -0.07, -0.33, 0.39, -0.61, -0.39, -0.37, 0.32, 0.44, 0.41, 0.45]
}

***

(2)
{
  "formula": "C26H43F11N3O12PS3",
  "method": "wB97M-V/def2-TZVPD",
  "species": ["C", "O", "C", "C", "C", "C", "C", "C", "C", "C", "F", "F", "C", "F", "F", "C", "F", "F", "C", "F", "F", "F", "N", "N", "C", "C", "C", "O", "O", "C", "C", "O", "C", "S", "C", "O", "O", "C", "C", "C", "C", "C", "O", "C", "P", "C", "O", "H", "H", "H", "H", "H", "H", "H", "H", "H", "H", "H", "H", "H", "H", "H", "H", "H", "H", "H", "H", "H", "H", "H", "H", "H", "H", "H", "H", "H", "H", "H", "H", "H", "H", "H", "H", "H", "H", "H", "H", "H", "H", "H", "N", "S", "O", "O", "F", "S", "O", "O", "F"],
  "positions_angstrom": [[4.525, 0.996, 0.821], [4.608, 1.498, -0.503], [4.015, 2.788, -0.703], [3.154, 2.756, -1.965], [1.664, 3.046, -1.776], [0.953, 2.166, -0.731], [0.220, 0.926, -1.236], [-0.778, 1.173, -2.372], [-1.353, 2.599, -2.476], [-2.781, 2.582, -2.967], [-2.782, 2.152, -4.268], [-3.575, 1.730, -2.278], [-3.410, 4.001, -2.956], [-2.836, 4.680, -3.989], [-3.096, 4.664, -1.821], [-4.939, 4.060, -3.197], [-5.245, 5.355, -3.419], [-5.224, 3.363, -4.311], [-5.847, 3.542, -2.010], [-5.135, 3.394, -0.893], [-6.383, 2.376, -2.329], [-6.816, 4.415, -1.780], [1.344, -0.043, -1.667], [1.711, -0.037, -3.078], [1.096, -1.466, -1.135], [1.568, -2.554, -2.078], [1.886, -3.774, -1.252], [2.317, -3.701, -0.134], [1.711, -4.921, -1.911], [1.797, -6.069, -1.072], [0.505, -6.424, -0.506], [2.827, -6.598, -0.917], [-0.327, -1.377, -0.545], [-1.595, -2.023, -1.677], [-1.504, -3.775, -1.485], [-2.902, -1.630, -1.247], [-1.225, -1.677, -3.028], [-0.411, 0.106, -0.048], [0.469, 0.043, 1.249], [0.381, 1.133, 2.310], [1.450, 0.880, 3.380], [1.067, 1.513, 4.705], [2.165, 1.760, 5.562], [2.903, 0.601, 5.893], [-2.205, 0.562, 0.406], [-2.134, 2.316, 0.916], [-2.278, -0.201, 1.845], [3.528, 0.618, 1.051], [4.808, 1.750, 1.552], [5.219, 0.167, 0.899], [3.457, 3.083, 0.184], [4.833, 3.491, -0.843], [3.344, 1.802, -2.449], [3.540, 3.505, -2.651], [1.185, 2.983, -2.750], [1.562, 4.086, -1.477], [0.217, 2.778, -0.228], [1.673, 1.893, 0.033], [-1.602, 0.478, -2.301], [-0.331, 0.949, -3.331], [-1.263, 3.200, -1.581], [-0.823, 3.142, -3.253], [2.200, 0.241, -1.186], [2.713, -0.196, -3.119], [1.547, 0.897, -3.436], [1.791, -1.551, -0.304], [0.918, -2.804, -2.906], [2.531, -2.284, -2.506], [0.139, -5.588, 0.076], [0.609, -7.291, 0.129], [-0.234, -6.578, -1.286], [-0.345, -2.090, 0.276], [-0.917, -4.203, -2.285], [-1.120, -4.013, -0.499], [-2.537, -4.102, -1.532], [1.524, -0.010, 0.985], [0.226, -0.881, 1.761], [-0.578, 1.133, 2.820], [0.551, 2.131, 1.921], [2.432, 1.231, 3.068], [1.507, -0.201, 3.518], [0.340, 0.885, 5.224], [0.637, 2.493, 4.507], [3.356, 0.759, 6.866], [2.270, -0.284, 5.944], [3.705, 0.425, 5.175], [-2.744, 2.378, 1.816], [-1.170, 2.736, 1.178], [-2.605, 2.942, 0.167], [-2.824, -0.996, 1.720], [-2.247, -4.123, 3.827], [-0.912, -4.216, 4.699], [-0.181, -2.992, 4.767], [-0.188, -5.433, 4.545], [-1.617, -4.337, 6.105], [-2.047, -3.919, 2.298], [-3.257, -3.535, 1.644], [-1.216, -4.878, 1.631], [-1.161, -2.578, 2.210]],
  "atomic_forces_ev_per_a": [[0.3, 0.1, -0.2], [-0.5, -0.1, 0.0], [0.3, -0.5, -0.1], [0.1, 0.5, 0.0], [0.2, -0.4, 0.1], [-0.2, 0.6, -0.5], [0.1, -0.3, 1.2], [-0.1, 0.3, -0.2], [0.2, -0.1, -0.1], [0.0, -0.1, -0.3], [-0.1, 0.0, 0.3], [0.1, 0.2, 0.0], [0.2, 0.1, -0.6], [-0.1, -0.1, 0.3], [-0.1, -0.1, -0.1], [-0.2, 0.2, 0.1], [0.1, -0.2, 0.1], [0.0, 0.1, 0.2], [0.2, 0.0, -0.3], [-0.1, 0.1, 0.2], [-0.1, -0.1, 0.0], [-0.1, 0.0, 0.1], [1.2, -0.6, -1.0], [-0.4, 0.0, 0.1], [-0.2, 0.6, -0.2], [-0.2, -0.3, -0.3], [0.4, 0.1, 0.1], [-0.2, -0.1, 0.3], [-0.3, 0.5, -0.4], [-0.1, -0.1, 0.1], [-0.7, -0.1, 0.2], [1.3, -0.5, -0.1], [0.4, -0.5, -0.6], [-0.5, -0.1, -0.6], [0.1, 0.1, 0.2], [-0.1, 0.0, 0.4], [0.5, 0.0, -0.2], [0.4, -0.4, 0.5], [-0.1, 0.7, -0.1], [0.5, 0.1, 0.5], [-0.4, -0.6, 0.0], [0.4, 0.3, 0.0], [0.0, 0.1, 0.0], [0.0, 0.1, 0.0], [-0.7, 0.2, -0.8], [0.4, 0.2, 0.4], [-0.2, -0.1, 0.0], [-0.2, 0.1, 0.1], [0.0, 0.1, 0.1], [0.1, -0.1, 0.0], [-0.1, 0.1, 0.1], [0.1, 0.2, 0.1], [0.0, -0.1, 0.0], [0.0, 0.0, -0.2], [-0.1, 0.0, -0.1], [0.0, 0.1, 0.1], [-0.1, 0.0, 0.1], [0.1, -0.2, 0.2], [-0.1, -0.1, 0.1], [0.0, -0.2, -0.2], [-0.2, -0.1, 0.2], [0.1, 0.2, 0.0], [-0.2, 0.4, 0.3], [0.0, 0.0, 0.0], [0.0, 0.0, 0.1], [-0.2, 0.1, 0.3], [-0.2, 0.2, -0.1], [0.1, 0.1, -0.1], [0.0, 0.1, 0.4], [-0.1, -0.2, 0.1], [0.0, -0.2, -0.2], [-0.3, 0.2, 0.2], [0.2, -0.1, -0.1], [0.0, -0.2, 0.1], [-0.1, -0.1, 0.0], [0.2, -0.2, -0.1], [0.0, -0.1, 0.0], [-0.2, -0.1, -0.2], [-0.1, 0.2, -0.1], [0.1, 0.1, -0.1], [0.3, -0.1, 0.0], [-0.2, 0.0, 0.0], [-0.2, 0.1, 0.1], [0.0, 0.1, 0.1], [-0.1, -0.1, 0.0], [0.0, -0.1, -0.2], [-0.2, 0.0, 0.1], [0.0, 0.1, 0.0], [-0.1, 0.0, -0.2], [0.1, 0.0, 0.3], [0.2, 0.3, -0.6], [0.3, -0.4, 0.8], [-0.1, 0.1, -0.1], [-0.1, 0.0, -0.1], [0.0, 0.0, -0.3], [-0.3, -0.3, 0.3], [-0.1, 0.1, 0.1], [0.1, 0.0, -0.1], [0.2, 0.0, -0.1]],
  "mulliken_charge": [-0.37, -0.45, -0.71, -0.88, -1.17, -0.42, -0.42, 0.72, -2.16, 0.96, -0.37, -0.28, 0.48, -0.35, -0.29, 0.55, -0.32, -0.27, 0.74, -0.22, -0.24, -0.27, 1.10, -0.95, -1.51, -0.47, 0.25, -0.57, -0.33, 0.68, -0.35, -0.49, 0.18, 1.66, -0.69, -0.77, -0.81, 2.07, -2.18, -0.75, -0.86, -0.76, -0.47, -0.61, -0.14, -1.32, -0.47, 0.05, 0.36, 0.36, 0.40, 0.42, 0.10, 0.70, 0.08, 0.55, 0.25, 0.20, 0.05, 0.58, 0.86, 0.61, 0.75, 0.35, 0.30, 0.43, 0.14, 0.46, -0.10, 0.38, 0.29, 0.90, 0.46, -0.19, 0.56, -0.80, 0.97, 0.70, 0.38, 0.20, 0.58, 0.37, 0.38, 0.26, 0.27, 0.21, 0.64, 0.47, 0.15, 0.43, -0.56, 1.09, -0.50, -0.61, -0.26, 1.02, -0.68, -0.56, -0.13]
}

***

In eV, the highest occupied orbital energy values for the records above are, in order, -10.04, -8.75.
In eV Å⁻¹, the maximum force values for the records above are, in order, 4.95, 1.69.
In Ha, the frontier orbital gap values for the records above are, in order, 0.30649, 0.29982.